1.
55
Properties=species:S:1:pos:R:3:forces:R:3 method="wB97M-V/def2-TZVPD" charge=+1 multiplicity=2
S 0.542 -2.936 -2.673 0.369 0.661 2.309
O 1.870 3.098 1.783 -3.787 -1.350 -5.526
O 0.380 3.130 -1.267 0.720 -0.671 -0.515
O 3.383 0.215 -2.536 0.483 -1.241 -1.149
O -1.038 -4.981 0.500 8.918 -0.736 1.453
O -2.838 1.355 0.503 -2.182 -4.301 -3.341
O -1.886 1.645 -2.736 -0.889 -1.492 2.970
O 2.649 4.454 -1.773 -1.160 -5.386 -1.681
O 2.655 1.985 -0.633 1.793 -0.043 0.010
O -2.656 -1.178 -0.717 -3.529 0.585 -0.517
O -0.787 2.604 1.489 2.316 -0.374 -1.570
O -3.382 -3.635 -0.978 -0.381 -3.468 3.246
N -2.095 -0.352 2.851 -1.931 2.087 -2.320
N 0.217 -0.590 0.687 0.125 3.237 1.146
C 2.345 -1.829 0.223 1.782 -2.902 -0.248
C 0.274 -0.635 2.190 -2.588 -3.209 -0.138
C 0.858 -1.703 -0.061 -1.092 0.722 1.563
C 0.509 -1.378 -1.548 -1.659 -2.397 1.499
C -1.064 -1.355 2.720 0.260 0.906 -1.523
H -3.484 1.824 0.924 -2.312 2.215 1.754
H 1.855 3.771 -1.570 2.094 3.118 -0.758
H 0.172 -2.519 0.392 1.541 0.294 -1.307
H -1.561 -4.734 -0.126 -5.084 2.612 -6.920
H 1.107 -0.575 -1.906 0.508 0.368 -0.951
H 0.994 -1.307 2.560 1.631 -0.811 -0.072
H 0.450 0.271 2.739 -0.248 0.857 -0.480
H -0.139 3.440 -0.531 -0.953 -0.024 0.276
H 3.259 2.614 -1.170 -1.961 -0.780 1.122
H 0.199 2.789 1.531 -0.321 -0.503 -0.338
H -3.373 -3.513 -1.862 -0.404 0.016 -4.810
H -1.025 -1.817 3.658 1.197 -0.450 1.772
H 2.887 -2.404 -0.603 -0.851 0.370 0.893
H 1.709 2.041 -0.846 0.360 0.923 -0.385
H -3.053 -0.595 -0.035 0.031 0.046 -0.468
H -3.031 -0.685 2.439 1.953 0.872 0.890
H 2.342 2.759 0.983 0.611 0.268 1.063
H -0.971 3.057 2.272 -1.436 1.132 2.162
H 2.660 -2.401 1.173 -0.975 0.952 -1.333
H -2.312 1.140 -1.944 0.829 1.878 -1.207
H -0.090 2.575 -1.901 -0.993 0.287 0.075
H -2.012 1.668 0.640 3.857 2.095 1.089
H 0.425 0.447 0.505 0.166 -2.268 -0.662
H -1.360 -2.252 2.122 0.361 0.831 -0.551
H 2.912 -0.922 0.203 -0.227 1.007 0.128
H 0.713 -3.902 -1.623 -0.220 1.182 -1.135
H 2.498 5.190 -1.272 -0.679 3.052 2.092
H 2.841 0.746 -1.990 -0.837 0.790 1.301
H -1.782 -1.136 -0.491 3.571 0.238 1.525
H -1.978 0.906 -3.319 0.182 -0.382 -1.501
H -0.595 -1.117 -1.498 1.372 -0.075 -0.935
H 2.265 3.292 2.544 3.267 0.975 4.296
H -3.088 -2.806 -0.715 0.649 2.748 1.455
H 4.081 0.835 -2.734 0.597 -0.029 -0.416
H -1.826 0.568 2.314 -0.890 -2.724 1.346
H -1.628 -5.163 1.113 -3.954 -1.712 5.322

2.
56
Properties=species:S:1:pos:R:3:forces:R:3 method="wB97M-V/def2-TZVPD" charge=0
O 2.538 2.316 -0.435 0.142 -0.457 0.470
O 1.645 1.086 2.426 0.421 0.448 -0.289
O 0.886 -5.084 -0.051 0.237 -0.568 -0.177
O -3.405 2.455 -1.352 0.281 0.699 0.569
O -3.319 -0.156 1.665 0.556 0.043 -0.163
O -0.769 0.175 3.330 -0.342 -0.505 -0.062
O 2.531 -2.742 1.663 0.162 -0.021 -0.350
O -3.368 -0.364 -2.005 -0.397 0.547 -0.876
O 1.986 3.771 1.837 0.521 -0.585 0.336
O -0.853 3.844 -3.207 -0.404 0.253 0.593
O -1.031 1.277 -1.681 0.257 -1.426 0.007
O -0.402 -2.442 2.514 0.208 -0.610 0.343
O -3.533 2.769 1.540 0.851 -1.010 -1.032
N -0.555 -1.505 -0.138 -0.105 -0.604 0.155
N -0.500 1.467 0.444 0.890 -1.206 0.689
C 0.650 -0.953 -2.235 -0.140 -0.610 -0.050
C 1.718 -2.007 -2.397 1.428 -0.841 1.575
C 0.317 -0.543 -0.805 0.158 -0.629 0.611
C -0.461 0.743 -0.711 0.093 3.360 -0.233
C 3.170 -1.632 -2.054 -0.087 1.377 -0.185
H -4.120 1.826 -1.247 -0.076 -0.389 -0.165
H -1.004 -2.122 -0.798 0.006 -0.011 -0.142
H 1.594 -2.864 -1.674 -0.675 0.412 -1.131
H -3.496 -1.088 -1.400 0.561 -0.109 0.510
H -0.283 3.127 -3.475 0.062 -0.380 -0.074
H 1.256 -0.453 -0.218 -0.406 0.112 -0.223
H 0.128 1.288 1.235 -0.561 -0.204 -0.477
H -3.484 2.933 0.578 -0.457 0.781 0.181
H -3.505 -0.310 2.594 -0.170 0.049 0.130
H -3.277 1.822 1.450 -0.609 0.450 0.922
H -0.524 -1.830 3.250 -0.023 0.375 -0.119
H 1.879 2.038 2.271 -0.353 -0.168 0.665
H 1.733 -2.227 1.820 -0.192 -0.271 0.278
H -2.588 1.988 -1.098 -0.429 -0.016 -0.610
H -0.953 2.368 0.481 -0.176 -0.146 -0.399
H -1.300 -2.664 2.251 -0.091 0.008 -0.061
H -2.490 0.057 -1.975 -0.286 -0.583 0.289
H 1.703 -2.324 -3.437 -0.146 -0.440 0.062
H 3.267 -1.238 -1.018 0.180 -1.058 -0.289
H 2.443 2.512 -1.366 0.011 0.036 -0.299
H 0.974 -0.112 -2.826 -0.316 0.561 -0.296
H 2.119 3.318 0.977 -0.479 0.919 -0.069
H 3.593 -0.810 -2.626 -0.373 0.416 -0.551
H -1.436 3.451 -2.529 0.272 0.131 -0.578
H 3.155 1.577 -0.348 -0.005 0.284 -0.317
H -1.117 0.461 4.176 0.317 0.280 0.154
H -0.225 -1.446 -2.691 -0.134 0.866 0.083
H -0.153 -2.047 0.622 0.010 0.431 -0.318
H 1.478 -4.488 0.417 -0.205 0.379 0.016
H 1.175 4.285 1.890 0.002 -0.179 -0.488
H 3.820 -2.448 -2.358 0.136 -0.301 0.871
H 2.509 -3.464 2.300 -0.105 0.171 0.105
H 2.039 0.658 1.662 0.195 -0.408 0.028
H -2.367 0.054 1.662 -0.117 -0.334 -0.025
H 0.031 -4.668 -0.157 0.022 0.299 0.158
H 0.182 0.367 3.260 -0.117 0.387 0.245

So what do the calculations give for relative energy (zero: lowest compared OMol25 entry of this formula, charge and spin)? Going down the list: 0.0000; 2.8566 eV.
So what do the calculations give for electronic energy? Going down the list: -1546.96191; -1299.75142 Ha.